(1)
DFT (ωB97M-V with the def2-TZVPD basis set) results for an isolated molecule of C10H14Se.

Element x y z (Å)
C: -0.893604 -3.942681 1.598143
C: -1.982091 -3.121415 1.297302
C: 0.321732 -3.378714 1.658193
C: -1.844893 -1.736266 1.128493
C: 0.585254 -2.013963 1.589612
C: -0.570200 -1.216771 1.375314
C: -0.035976 2.075804 -1.406898
C: 2.330261 0.970208 -1.166172
C: 0.967824 1.908246 0.700506
C: 1.347612 2.086149 -0.721984
Se: -0.359665 0.788408 1.229914
H: -0.996091 -4.998690 1.659112
H: -2.979429 -3.627597 0.917069
H: 1.148597 -4.087980 2.035901
H: -2.738009 -1.114435 1.057649
H: 1.512114 -1.579556 1.608619
H: -0.015132 2.846301 -2.169742
H: -0.646452 2.354062 -0.522352
H: -0.275941 0.991877 -1.851621
H: 1.764173 0.039344 -1.078796
H: 2.674907 1.045797 -2.130446
H: 3.170672 0.971225 -0.580713
H: 1.921722 1.906043 1.293069
H: 1.895973 3.001784 -0.787423
H: -0.213707 0.991746 2.646955

Forces on atoms 1 to 6 (eV/Å):
-2.1 0.5 -0.9
-2.3 -0.8 -2.1
4.2 -0.8 2.1
0.4 -1.1 1.1
-4.2 -0.5 -0.9
0.1 -0.9 1.1

E_LUMO (alpha / beta)	0.726 / -0.968	eV
multiplicity	3
HOMO (alpha / beta)	-4.592 / -9.189	eV
maximum force	6.13	eV Å⁻¹
ΔE to the lowest compared entry with this formula, charge and spin	187.44	kJ/mol

=====

(2)
DFT (ωB97M-V with the def2-TZVPD basis set) results for an isolated molecule of C10H14Si.

Element x y z (Å)
C: -1.865872 2.507082 1.088705
Si: -0.499544 1.448559 0.429714
C: 0.831468 2.552700 -0.241985
C: -1.134795 0.267566 -0.954724
C: -0.308950 -1.007859 -0.726284
C: 0.028902 -1.961992 -1.648190
C: 0.840773 -3.054586 -1.353316
C: 1.482447 -3.150168 -0.100095
C: 1.245791 -2.137896 0.767775
C: 0.381372 -1.127570 0.531595
C: 0.197745 0.016139 1.457960
H: -1.528490 3.288234 1.713410
H: -2.504300 3.101660 0.428752
H: -2.670946 2.031923 1.540484
H: 0.525275 3.314767 -0.953930
H: 1.464177 2.973760 0.534813
H: 1.446295 1.989429 -0.841480
H: -0.871289 0.603112 -1.959026
H: -2.250740 0.199619 -0.877958
H: -0.556292 -2.006156 -2.638224
H: 1.101970 -3.685383 -2.133612
H: 2.298341 -3.852903 -0.000445
H: 1.645609 -2.300149 1.787212
H: -0.405829 -0.326143 2.201697
H: 1.106879 0.316255 1.947151

Forces on atoms 1 to 6 (eV/Å):
-0.3 0.8 -1.1
-0.7 -0.6 -1.3
-0.8 1.0 0.9
0.2 -0.1 0.2
0.8 0.4 1.8
-2.2 -1.3 -2.1

E_LUMO	0.937	eV
multiplicity	1
HOMO	-8.571	eV
maximum force	3.30	eV Å⁻¹
ΔE to the lowest compared entry with this formula, charge and spin	93.51	kJ/mol

=====

(3)
DFT (ωB97M-V with the def2-TZVPD basis set) results for a structure of composition C10H15AlBClEuO2.

Element x y z (Å)
Al: -0.301960 0.353295 -0.110121
Cl: -0.557833 2.426173 -0.576308
C: -1.940843 -0.226829 0.880318
H: -1.868167 -0.854251 1.779576
H: -2.570841 -0.795956 0.167833
H: -2.521095 0.674426 1.126425
Eu: 1.191484 -1.167137 -3.734731
C: 2.695508 0.776856 -3.710271
C: -0.689101 -0.039434 -4.810551
C: 0.505827 -1.091365 -1.309417
H: -1.489022 -0.783153 -4.967840
H: -0.999748 0.729977 -4.086568
H: -0.372244 0.411989 -5.765665
H: 3.659183 0.426916 -3.297068
H: 2.809325 1.204765 -4.718235
H: 2.179490 1.460444 -3.016747
H: -0.179046 -1.942492 -1.541232
H: 1.465147 -1.565497 -0.993607
O: 0.658803 -0.873109 2.573897
B: 0.234276 0.341039 1.958905
O: 0.368913 1.399485 2.892349
C: 0.816821 0.828478 4.043447
C: 0.907273 1.406451 5.289327
C: 1.121388 0.540044 6.379000
C: 1.278743 -0.836943 6.190042
C: 1.241610 -1.404840 4.902808
C: 0.982699 -0.552234 3.852303
H: 0.800757 2.487627 5.391311
H: 1.157916 0.962421 7.385616
H: 1.428024 -1.493646 7.048730
H: 1.398213 -2.467901 4.724176

Forces on atoms 1 to 6 (eV/Å):
1.1 -2.4 0.7
-0.2 1.0 -0.6
-1.9 -0.3 -0.8
0.2 0.1 -0.2
-0.2 0.0 0.2
0.0 0.0 0.2

E_LUMO (alpha / beta)	4.804 / 4.500	eV
multiplicity	8
net charge	-2
HOMO (alpha / beta)	0.332 / 0.193	eV
maximum force	2.93	eV Å⁻¹

=====

(4)
DFT (ωB97M-V with the def2-TZVPD basis set) results for a cluster of 2 separate species, C10H15BO in total.

Element x y z (Å)
B: 0.949052 -0.299144 -1.120528
C: -0.811073 4.347446 2.260235
C: 0.471701 4.623391 1.768003
C: -1.334344 3.096181 2.132613
C: 1.183664 3.689875 1.075439
C: -0.579173 2.056457 1.588043
C: 0.605194 2.407231 0.997546
C: -0.846969 -1.583792 -2.307232
C: 0.959988 -2.764707 -0.886909
C: -0.988619 -1.536824 0.159839
C: -0.052546 -1.505173 -1.054261
O: 1.482820 0.015914 -2.225878
H: -1.367030 5.125470 2.604799
H: 0.892162 5.569249 1.850600
H: -2.453074 2.842623 2.245627
H: 2.077790 3.943989 0.613436
H: -1.023637 1.136045 1.266973
H: -1.393881 -2.491419 -2.501424
H: -0.154873 -1.345007 -3.209998
H: -1.601081 -0.673327 -2.427936
H: 1.498760 -2.931096 0.092138
H: 1.642376 -2.707227 -1.808884
H: 0.300640 -3.696064 -0.913798
H: -1.584780 -2.453903 -0.042053
H: -0.393303 -1.511307 0.992931
H: -1.786993 -0.751741 0.208081
H: 1.217377 -0.369480 -3.021508

Forces on atoms 1 to 6 (eV/Å):
-1.5 -0.7 2.5
1.8 -1.1 -0.9
-1.1 -0.9 0.2
-2.4 -1.4 -0.2
-1.5 -2.3 0.3
0.4 0.5 -1.6

E_LUMO (alpha / beta)	0.182 / 0.204	eV
multiplicity	1
HOMO (alpha / beta)	-8.714 / -7.114	eV
maximum force	4.17	eV Å⁻¹
ΔE to the lowest compared entry with this formula, charge and spin	615.65	kJ/mol

=====

(5)
DFT (ωB97M-V with the def2-TZVPD basis set) results for an isolated molecule of C10H15BO2.

Element x y z (Å)
B: 1.620242 -0.452666 -0.348678
C: -3.543509 0.586238 -0.019133
C: -3.004974 -0.535528 0.649767
C: -2.896949 1.387693 -0.918831
C: -1.822206 -0.984218 0.164982
C: -1.641692 0.940381 -1.335986
C: -1.031977 -0.245286 -0.744584
C: 1.969870 -1.474935 0.947726
C: 0.982034 1.717514 1.323321
C: 0.320817 -0.852973 -1.180501
C: 1.856815 1.034494 0.305363
O: 2.863328 -0.615290 -1.317366
O: 2.947646 1.503126 -0.029191
H: -4.398105 1.064680 0.153786
H: -3.626918 -1.166412 1.272019
H: -3.470544 2.204820 -1.365207
H: -1.292715 -1.945936 0.518449
H: -1.037142 1.234469 -2.136931
H: 2.942329 -1.360760 1.366920
H: 1.672110 -2.585006 0.897874
H: 1.266749 -1.061104 1.593753
H: 0.518758 0.935142 2.000717
H: 1.490185 2.369982 1.952095
H: 0.189273 2.183700 0.800829
H: 0.182467 -1.919095 -0.848155
H: 0.479437 -0.742088 -2.239713
H: 2.537155 -0.568910 -2.264072
H: 3.393563 0.224918 -1.022496

Forces on atoms 1 to 6 (eV/Å):
0.4 -1.0 1.7
2.3 -0.6 0.8
-1.7 0.6 -1.5
1.5 -1.0 -1.2
3.5 -1.4 0.4
1.3 -2.7 1.6

E_LUMO	0.291	eV
multiplicity	1
HOMO	-8.608	eV
maximum force	4.50	eV Å⁻¹
ΔE to the lowest compared entry with this formula, charge and spin	167.33	kJ/mol

=====

(6)
DFT (ωB97M-V with the def2-TZVPD basis set) results for a structure of composition C10H15BrKN3O2.

Element x y z (Å)
K: 3.047878 0.682094 1.766997
Br: -3.476866 -1.751429 0.910805
C: -2.520573 -1.369838 2.455731
C: -3.210583 -1.249698 3.645642
N: -2.597222 -1.005871 4.756572
C: -1.249866 -0.835830 4.758064
C: -0.505936 -0.919019 3.615532
C: -1.151574 -1.336185 2.456233
C: 1.005073 -0.628899 3.568037
O: 1.561332 -0.076274 4.519878
O: 1.512326 -0.970652 2.469039
H: -4.240111 -1.245074 3.534306
H: -0.782511 -0.558508 5.734111
H: -0.628686 -1.395736 1.511011
C: 0.308558 -0.960778 -2.978081
C: 0.570595 0.507473 -2.583769
C: 1.108768 1.268820 -3.817593
C: -0.672935 1.225846 -2.060807
N: 1.550461 0.420311 -1.495505
N: 2.318668 1.579354 -1.142908
H: -0.540541 -0.985601 -3.699056
H: 0.014874 -1.534717 -2.089731
H: 1.180363 -1.443666 -3.502645
H: 0.488263 1.064317 -4.674337
H: 2.106121 0.918483 -4.100624
H: 1.039971 2.333877 -3.608390
H: -1.510224 1.337480 -2.741395
H: -0.339226 2.278815 -1.830831
H: -1.010642 0.720002 -1.119930
H: 2.149546 -0.352919 -1.653470
H: 1.739068 2.227655 -0.660734
H: 2.735631 2.056161 -1.942156

Forces on atoms 1 to 6 (eV/Å):
0.2 0.2 -0.1
-0.4 -0.1 -0.9
0.7 -0.8 0.3
1.3 0.4 -1.3
0.9 0.4 1.9
-0.9 0.4 1.2

E_LUMO	-0.544	eV
multiplicity	1
HOMO	-8.644	eV
maximum force	2.23	eV Å⁻¹
ΔE to the lowest compared entry with this formula, charge and spin	0.00	kJ/mol

=====

(7)
DFT (ωB97M-V with the def2-TZVPD basis set) results for a cluster of 2 separate species, C10H15Cl2FNO5P in total.

Element x y z (Å)
C: -0.716817 -3.511510 1.299815
C: -1.232991 -1.954977 1.078533
C: -0.542722 -1.236985 -0.251592
Cl: -0.482312 -2.363631 -1.719890
C: 0.881514 -0.553440 0.170477
C: 1.634545 -1.044065 1.571600
N: 2.819366 -0.055024 1.568090
C: 3.206607 0.316325 0.121138
O: 4.311707 1.050024 -0.183491
C: 2.056100 -0.287778 -0.932253
P: 3.010042 -1.723928 -1.738029
O: 2.333913 -1.854523 -3.373821
Cl: 2.664487 -3.598398 -0.810574
H: 0.379605 -3.562210 0.869672
H: -1.361840 -4.309329 0.709010
H: -0.649824 -3.711126 2.451950
H: -2.382470 -2.021250 0.840733
H: -1.103675 -1.279564 2.037105
H: -1.276815 -0.338177 -0.528264
H: 0.546146 0.562212 0.432020
H: 0.969626 -0.798120 2.506491
H: 1.928552 -2.178270 1.587572
H: 2.491281 0.754248 2.162935
H: 1.807933 0.463501 -1.794525
H: 1.973942 -0.937744 -3.609259
O: -2.272962 1.118538 0.970043
C: -2.328702 2.151026 0.322948
O: -2.253284 2.206048 -1.041881
C: -2.489051 3.552708 -1.400864
C: -2.118628 4.288117 -0.158424
F: -2.865693 5.406195 -0.018934
O: -2.465867 3.390714 0.871613
H: -3.543612 3.677609 -1.668617
H: -1.873146 3.844093 -2.255935
H: -1.054955 4.538688 -0.085394

Forces on atoms 1 to 6 (eV/Å):
0.9 0.8 -0.1
-0.8 -0.8 -1.0
-0.8 1.4 1.6
0.0 0.9 1.3
-0.9 1.2 0.2
-0.4 0.9 -1.1

E_LUMO	-0.136	eV
multiplicity	1
HOMO	-8.837	eV
maximum force	9.13	eV Å⁻¹

=====

(8)
DFT (ωB97M-V with the def2-TZVPD basis set) results for a structure of composition C10H15Cl2LaNS.

Element x y z (Å)
La: 0.981608 -0.562272 -0.368870
Cl: 1.177479 -3.109883 -0.920021
Cl: 1.514543 1.632828 1.145469
C: 2.923368 -0.170988 -1.143896
H: 3.195155 0.958493 -1.253612
H: 3.184401 -0.855135 -2.096017
C: -0.518718 1.140152 -1.750605
C: 0.520610 0.490145 -2.252893
H: -0.337584 1.816645 -0.807191
C: 0.352889 -0.764371 -3.198459
H: 1.551352 1.099991 -2.576703
C: -0.748262 -0.381265 -4.215894
H: 1.327823 -0.993146 -3.665227
H: 0.103370 -1.688755 -2.614066
C: -2.025308 -0.008517 -3.451520
H: -0.378842 0.485603 -4.777093
H: -0.906696 -1.191705 -4.944807
C: -1.948500 1.036187 -2.305918
H: -2.745225 0.392294 -4.146566
H: -2.422019 -0.938587 -3.028411
H: -2.133672 2.058816 -2.681477
H: -2.625468 0.780765 -1.468466
S: -1.859929 -0.643019 4.280714
C: -0.245992 -1.066709 4.789075
C: 0.576780 -1.189110 3.674847
N: -0.055541 -0.973130 2.446391
C: -1.332525 -0.651161 2.604448
H: 0.052710 -1.212493 5.820743
H: 1.633564 -1.428730 3.709593
H: -2.024069 -0.415643 1.796833

Forces on atoms 1 to 6 (eV/Å):
0.0 -3.0 7.2
-0.1 -2.0 -0.2
-0.2 0.9 0.7
2.4 0.6 -3.2
0.1 -2.0 0.3
-0.1 1.4 2.0

E_LUMO (alpha / beta)	2.315 / 2.315	eV
multiplicity	1
net charge	-1
HOMO (alpha / beta)	-1.938 / -1.944	eV
maximum force	10.16	eV Å⁻¹
ΔE to the lowest compared entry with this formula, charge and spin	270.97	kJ/mol